# 1
{"formula": "C2NO2S", "method": "ωB97M-V with the def2-TZVPD basis set", "lumo_ev": 3.2, "energy_ev": -18495.7958, "gap_ev": 6.660, "largest_force_ev_per_a": 5.18, "charge": -1, "species": ["C", "C", "N", "O", "O", "S"], "xyz": [[0.665, 1.264, 0.129], [-0.674, -1.317, -0.214], [0.366, -1.586, 0.332], [0.587, 1.035, -1.032], [-1.702, -1.208, -0.776], [0.759, 1.812, 1.561]]}

# 2
{"formula": "C8H12Cl2OPd", "method": "ωB97M-V with the def2-TZVPD basis set", "multiplicity": 5, "lumo_ev": [0.6, -2.7], "energy_ev": -39055.1267, "gap_ev": [7.097, 7.050], "largest_force_ev_per_a": 7.11, "s_squared": 6.0143, "species": ["Pd", "Cl", "Cl", "C", "H", "H", "C", "C", "H", "C", "H", "C", "H", "H", "C", "H", "H", "C", "H", "H", "H", "H", "O", "C"], "xyz": [[1.317, -0.915, -0.628], [-1.550, -1.712, -1.326], [0.852, 2.052, 0.767], [2.450, -2.158, 0.006], [3.552, -2.168, -0.313], [2.116, -2.901, 0.797], [-1.280, 0.079, -1.546], [0.095, 0.326, -1.765], [-1.600, 0.510, -0.587], [0.612, -0.018, -3.167], [0.369, 1.360, -1.535], [-0.299, 0.517, -4.278], [1.612, 0.416, -3.297], [0.687, -1.112, -3.233], [-1.801, 0.244, -4.047], [-0.124, 1.597, -4.369], [-0.012, 0.076, -5.239], [-2.266, 0.574, -2.634], [-2.361, 0.848, -4.770], [-2.059, -0.791, -4.315], [-2.354, 1.660, -2.530], [-3.258, 0.133, -2.489], [2.066, 0.172, 2.063], [1.546, 0.321, 1.003]]}

# 3
{"formula": "C3H4O3Tl", "method": "ωB97M-V with the def2-TZVPD basis set", "multiplicity": 2, "lumo_ev": [-0.3, -1.0], "energy_ev": -14002.9938, "gap_ev": [6.616, 5.875], "largest_force_ev_per_a": 3.90, "s_squared": 0.7532, "species": ["C", "O", "O", "O", "C", "C", "H", "H", "H", "Tl", "H"], "xyz": [[-1.633, -1.190, 1.095], [-1.922, -2.320, 1.299], [0.911, 0.048, -1.534], [-0.612, -0.750, 0.395], [0.885, 0.877, -0.490], [-0.503, 0.681, 0.127], [1.371, 1.327, 0.409], [-1.291, 0.939, -0.593], [-0.597, 1.217, 1.082], [1.148, -1.957, -1.013], [2.243, 1.128, -0.778]]}

# 4
{"formula": "C4H9O3", "method": "ωB97M-V with the def2-TZVPD basis set", "multiplicity": 2, "lumo_ev": [0.7, -2.9], "energy_ev": -10433.9546, "gap_ev": [10.910, 7.311], "largest_force_ev_per_a": 0.91, "s_squared": 0.7543, "species": ["O", "C", "O", "H", "H", "C", "O", "C", "C", "H", "H", "H", "H", "H", "H", "H"], "xyz": [[2.517, 2.457, -0.118], [1.368, 2.428, -0.438], [0.315, 2.520, 0.389], [1.076, 2.313, -1.504], [-0.274, 1.772, 0.105], [-1.592, -0.465, -0.098], [-1.011, 0.656, -0.573], [-0.525, -1.236, 0.746], [0.710, -1.541, -0.090], [-1.997, -1.101, -0.886], [-2.417, -0.205, 0.584], [-1.005, -2.126, 1.137], [-0.248, -0.591, 1.574], [1.379, -2.142, 0.523], [1.237, -0.636, -0.364], [0.466, -2.103, -0.986]]}

# 5
{"formula": "C24H35N4NiO3PS2", "method": "ωB97M-V with the def2-TZVPD basis set", "multiplicity": 3, "lumo_ev": [-0.1, -0.3], "energy_ev": -109555.5652, "gap_ev": [5.937, 5.691], "largest_force_ev_per_a": 3.79, "s_squared": 2.0909, "species": ["Ni", "O", "S", "O", "N", "C", "C", "C", "C", "C", "C", "C", "C", "N", "C", "C", "C", "C", "C", "C", "C", "H", "H", "H", "H", "H", "H", "H", "H", "H", "H", "H", "C", "N", "C", "S", "N", "C", "H", "H", "H", "H", "H", "H", "H", "H", "C", "C", "C", "O", "H", "H", "H", "H", "H", "H", "H", "C", "P", "C", "C", "H", "H", "H", "H", "H", "H", "H", "H", "H"], "xyz": [[0.649, 0.956, -0.465], [-1.149, 2.366, 3.878], [0.320, 2.439, 3.801], [0.865, 3.787, 3.601], [0.593, 2.314, 0.867], [-0.636, 2.869, 0.813], [-0.938, 4.247, 1.113], [-2.273, 4.585, 1.202], [-3.292, 3.666, 0.818], [-3.021, 2.429, 0.251], [-3.987, 1.614, -0.390], [-3.557, 0.555, -1.190], [-2.200, 0.249, -1.237], [-1.264, 0.819, -0.426], [-1.661, 1.962, 0.241], [-4.630, -3.221, 4.627], [-4.850, -1.999, 2.371], [-3.489, -2.383, 1.734], [-2.509, -3.124, 2.325], [-2.344, -3.631, 3.660], [-3.281, -3.599, 4.653], [-0.103, 4.944, 1.269], [-2.628, 5.519, 1.645], [-4.315, 3.949, 0.948], [-5.054, 1.980, -0.447], [-4.269, -0.115, -1.693], [-1.913, -0.601, -1.865], [-5.613, -2.219, 1.609], [-3.436, -2.169, 0.657], [-1.714, -3.485, 1.682], [-1.357, -4.008, 3.976], [-2.945, -3.977, 5.658], [-0.445, -0.408, -4.948], [0.322, 0.653, -4.245], [1.478, 0.432, -3.573], [1.843, 1.494, -2.186], [2.428, -0.368, -3.989], [2.585, -1.035, -5.338], [0.250, -1.117, -5.399], [-1.090, -0.054, -5.737], [-1.011, -0.933, -4.183], [-0.264, 1.365, -3.872], [3.335, -0.342, -3.478], [2.171, -0.358, -6.112], [1.981, -1.970, -5.401], [3.618, -1.332, -5.524], [6.359, -0.309, -0.741], [5.193, 0.389, -0.133], [5.122, 1.859, -0.448], [3.961, -0.389, -0.578], [7.109, 0.465, -0.820], [6.012, -0.662, -1.763], [6.686, -1.144, -0.138], [5.181, 0.291, 0.975], [4.973, 2.053, -1.586], [6.026, 2.327, -0.035], [4.277, 2.260, 0.113], [2.463, -0.163, 1.917], [2.525, -0.260, 0.106], [-5.386, -2.727, 3.617], [1.971, -1.997, -0.239], [3.270, -0.732, 2.400], [1.489, -0.500, 2.331], [2.564, 0.842, 2.330], [-4.931, -0.897, 2.569], [-6.466, -2.931, 3.627], [-5.180, -3.551, 5.555], [2.593, -2.649, 0.403], [2.057, -2.221, -1.301], [0.932, -2.097, 0.136]]}

# 6
{"formula": "C21H29NO4", "method": "ωB97M-V with the def2-TZVPD basis set", "smiles": "COc1ccc(CN(CC[C@H](c2ccco2)C(C)C)C(C)=O)cc1OC", "lumo_ev": 0.7, "energy_ev": -31926.9726, "gap_ev": 8.749, "largest_force_ev_per_a": 1.20, "species": ["C", "O", "C", "C", "C", "C", "C", "N", "C", "C", "C", "C", "C", "C", "C", "O", "C", "C", "C", "C", "C", "O", "C", "C", "O", "C", "H", "H", "H", "H", "H", "H", "H", "H", "H", "H", "H", "H", "H", "H", "H", "H", "H", "H", "H", "H", "H", "H", "H", "H", "H", "H", "H", "H", "H"], "xyz": [[-5.050, 1.511, 1.071], [-4.569, 1.119, -0.189], [-3.253, 1.366, -0.497], [-2.374, 1.986, 0.382], [-1.040, 2.171, 0.064], [-0.549, 1.752, -1.160], [0.905, 1.896, -1.510], [1.492, 0.632, -1.934], [1.292, -0.491, -1.048], [2.260, -0.495, 0.141], [1.812, -1.535, 1.177], [0.509, -1.115, 1.783], [-0.682, -1.774, 1.872], [-1.571, -0.906, 2.552], [-0.855, 0.216, 2.825], [0.401, 0.100, 2.362], [2.867, -1.816, 2.276], [4.008, -2.674, 1.734], [3.416, -0.541, 2.910], [2.230, 0.614, -3.070], [2.846, -0.713, -3.465], [2.385, 1.611, -3.751], [-1.429, 1.165, -2.057], [-2.771, 0.961, -1.757], [-3.474, 0.344, -2.748], [-4.884, 0.322, -2.740], [-4.993, 2.596, 1.208], [-4.510, 1.012, 1.883], [-6.095, 1.203, 1.091], [-2.725, 2.318, 1.345], [-0.385, 2.643, 0.781], [1.455, 2.293, -0.649], [1.036, 2.586, -2.349], [1.382, -1.425, -1.602], [0.268, -0.432, -0.667], [2.261, 0.491, 0.605], [3.270, -0.714, -0.205], [1.623, -2.482, 0.660], [-0.901, -2.754, 1.501], [-2.594, -1.099, 2.801], [-1.108, 1.128, 3.328], [2.355, -2.393, 3.056], [4.699, -2.923, 2.536], [4.564, -2.144, 0.964], [3.629, -3.601, 1.310], [4.028, -0.793, 3.774], [2.609, 0.106, 3.240], [4.037, 0.006, 2.205], [3.460, -0.545, -4.346], [2.070, -1.434, -3.713], [3.468, -1.114, -2.669], [-1.081, 0.839, -3.024], [-5.302, 1.324, -2.622], [-5.167, -0.076, -3.714], [-5.276, -0.326, -1.953]]}